[1]
Entry from OMol25: 2 unconnected molecules or ions with the total composition C4H14N2O (ωB97M-V with the def2-TZVPD basis set).

Last columns: bonded neighbours and bond lengths (Å).
Geometry (Å):
1 C -3.28 0.37 0.49  N2 1.447, H7 1.085, H8 1.088, H9 1.097
2 N -1.94 -0.16 0.62  C1 1.447, C3 1.455, H10 1.016
3 C -0.97 0.60 -0.16  N2 1.455, C4 1.520, H11 1.102, H12 1.090
4 C 0.46 0.10 -0.06  C3 1.520, N5 1.472, H13 1.088, H14 1.101
5 N 0.73 -0.87 -1.13  C4 1.472, C6 1.458, H15 1.014
6 C 2.08 -1.43 -1.03  N5 1.458, H16 1.098, H17 1.095, H18 1.083
7 H -3.24 1.44 0.64  C1 1.085
8 H -3.94 -0.07 1.24  C1 1.088
9 H -3.75 0.10 -0.46  C1 1.097
10 H -1.86 -1.14 0.38  N2 1.016
11 H -1.20 0.66 -1.23  C3 1.102
12 H -1.03 1.65 0.15  C3 1.090
13 H 1.12 0.96 -0.19  C4 1.088
14 H 0.76 -0.35 0.91  C4 1.101
15 H 0.10 -1.65 -0.96  N5 1.014
16 H 2.25 -2.07 -1.90  C6 1.098
17 H 2.80 -0.61 -1.13  C6 1.095
18 H 2.24 -2.02 -0.13  C6 1.083
19 O 3.13 1.63 1.59  H20 0.961, H21 0.962
20 H 2.17 1.50 1.66  O19 0.961
21 H 3.36 1.34 0.71  O19 0.962

Results
ΔE to the lowest compared entry with this formula, charge and spin: 39.71 kcal per mole
total charge: 0
SMILES: CNCCNC.O

Now the Löwdin charges, all in e: number 1, C, carries -0.145; number 2, N, carries -0.135; number 3, C, carries -0.255; number 4, C, carries -0.255; number 5, N, carries -0.132; number 6, C, carries -0.143; number 7, H, carries 0.077; number 8, H, carries 0.071; number 9, H, carries 0.076; number 10, H, carries 0.101; number 11, H, carries 0.118; number 12, H, carries 0.109; number 13, H, carries 0.094; number 14, H, carries 0.118; number 15, H, carries 0.095; number 16, H, carries 0.079; number 17, H, carries 0.075; number 18, H, carries 0.073; number 19, O, carries -0.056; number 20, H, carries 0.013; number 21, H, carries 0.022



[2]
Entry from OMol25: 3 unconnected molecules or ions with the total composition C17H32FINO5 (ωB97M-V with the def2-TZVPD basis set).

Last columns: bonded neighbours and bond lengths (Å).
Geometry (Å):
1 C -3.05 -1.80 0.18  C2 1.612, H14 1.140, H15 1.153, H16 1.134
2 C -2.59 -0.40 -0.49  C1 1.612, C3 1.599, H17 1.151, H18 1.133
3 C -1.33 0.28 0.20  C2 1.599, I4 2.241, C5 1.614, H19 1.150
4 I 0.06 -1.20 1.15  C3 2.241
5 C -0.53 1.29 -0.79  C3 1.614, C6 1.600, C11 1.590
6 C 0.00 0.34 -1.97  C5 1.600, C7 1.595, H20 1.154, H21 1.152
7 C 1.54 0.45 -2.35  C6 1.595, C8 1.615, H22 1.153, H23 1.133
8 C 2.43 -0.65 -1.57  C7 1.615, N9 1.471, O10 1.255
9 N 3.60 -0.34 -0.73  C8 1.471, H24 1.025, H25 1.025
10 O 2.14 -1.87 -1.69  C8 1.255
11 C 0.64 1.94 0.07  C5 1.590, C12 1.621, F13 1.466, H26 1.138
12 C 0.98 3.37 -0.62  C11 1.621, H27 1.139, H28 1.133, H29 1.149
13 F 0.22 2.31 1.43  C11 1.466
14 H -2.62 -2.70 -0.36  C1 1.140
15 H -4.19 -1.86 0.01  C1 1.153
16 H -2.90 -1.84 1.30  C1 1.134
17 H -3.48 0.32 -0.32  C2 1.151
18 H -2.52 -0.55 -1.61  C2 1.133
19 H -1.74 0.87 1.10  C3 1.150
20 H -0.59 0.65 -2.91  C6 1.154
21 H -0.25 -0.77 -1.83  C6 1.152
22 H 1.64 0.14 -3.46  C7 1.153
23 H 2.01 1.48 -2.27  C7 1.133
24 H 4.34 0.13 -1.26  N9 1.025
25 H 3.35 0.16 0.13  N9 1.025
26 H 1.56 1.29 0.22  C11 1.138
27 H 1.91 3.85 -0.18  C12 1.139
28 H 1.07 3.30 -1.74  C12 1.133
29 H 0.10 4.04 -0.32  C12 1.149
30 O 2.74 3.59 7.28  C31 1.211
31 C 1.68 3.21 6.83  O30 1.211, O32 1.341, C35 1.503
32 O 1.65 2.29 5.86  C31 1.341, C33 1.438
33 C 0.46 1.62 5.42  O32 1.438, C34 1.515, H36 1.093, H37 1.092
34 C -0.25 2.43 4.34  C33 1.515, H38 1.093, H39 1.092, H40 1.090
35 C 0.39 3.83 7.29  C31 1.503, H41 1.091, H42 1.092, H43 1.089
36 H -0.19 1.38 6.26  C33 1.093
37 H 0.78 0.67 4.99  C33 1.092
38 H -0.58 3.40 4.72  C34 1.093
39 H -1.12 1.89 3.97  C34 1.092
40 H 0.42 2.63 3.51  C34 1.090
41 H 0.17 4.71 6.68  C35 1.091
42 H 0.50 4.14 8.33  C35 1.092
43 H -0.45 3.14 7.26  C35 1.089
44 O -2.44 -1.58 -4.28  C45 1.209
45 C -1.57 -2.40 -4.48  O44 1.209, O46 1.346, C49 1.502
46 O -1.87 -3.72 -4.45  C45 1.346, C47 1.433
47 C -0.98 -4.75 -4.88  O46 1.433, C48 1.516, H50 1.092, H51 1.092
48 C -0.06 -5.18 -3.76  C47 1.516, H52 1.092, H53 1.093, H54 1.093
49 C -0.14 -1.99 -4.68  C45 1.502, H55 1.093, H56 1.092, H57 1.089
50 H -0.44 -4.46 -5.78  C47 1.092
51 H -1.62 -5.60 -5.17  C47 1.092
52 H 0.58 -4.36 -3.43  C48 1.092
53 H 0.57 -6.01 -4.07  C48 1.093
54 H -0.64 -5.49 -2.88  C48 1.093
55 H 0.35 -1.92 -3.70  C49 1.093
56 H -0.13 -1.01 -5.16  C49 1.092
57 H 0.42 -2.66 -5.33  C49 1.089

Results
total charge: -1

Now the Löwdin charges, all in e: number 1, C, carries -0.206; number 2, C, carries -0.291; number 3, C, carries -0.641; number 4, I, carries 0.677; number 5, C, carries -0.282; number 6, C, carries -0.244; number 7, C, carries -0.125; number 8, C, carries -0.446; number 9, N, carries 0.067; number 10, O, carries -0.026; number 11, C, carries -0.381; number 12, C, carries -0.088; number 13, F, carries -0.146; number 14, H, carries 0.059; number 15, H, carries 0.062; number 16, H, carries 0.032; number 17, H, carries 0.106; number 18, H, carries 0.087; number 19, H, carries 0.070; number 20, H, carries 0.103; number 21, H, carries 0.077; number 22, H, carries 0.105; number 23, H, carries 0.088; number 24, H, carries 0.072; number 25, H, carries 0.060; number 26, H, carries 0.073; number 27, H, carries 0.061; number 28, H, carries 0.061; number 29, H, carries 0.081; number 30, O, carries 0.082; number 31, C, carries -0.536; number 32, O, carries 0.004; number 33, C, carries -0.220; number 34, C, carries -0.064; number 35, C, carries 0.000; number 36, H, carries 0.109; number 37, H, carries 0.123; number 38, H, carries 0.067; number 39, H, carries 0.085; number 40, H, carries 0.067; number 41, H, carries 0.094; number 42, H, carries 0.087; number 43, H, carries 0.069; number 44, O, carries 0.094; number 45, C, carries -0.520; number 46, O, carries -0.005; number 47, C, carries -0.240; number 48, C, carries -0.062; number 49, C, carries 0.006; number 50, H, carries 0.109; number 51, H, carries 0.117; number 52, H, carries 0.072; number 53, H, carries 0.077; number 54, H, carries 0.085; number 55, H, carries 0.070; number 56, H, carries 0.094; number 57, H, carries 0.072



no.,highest occupied orbital energy (eV),F_max (hartree/bohr)
1,-8.8,0.0230
2,-2.8,0.0814